No. 1
A structure of composition C35H126F3O33Y in a non-equilibrium geometry, computed with ωB97M-V/def2-TZVPD.

Calculated values
Frontier orbital gap = 0.24330 Ha
2S+1 = 1
LUMO level = -0.001 eV
E_HOMO = -6.621 eV

Cartesian coordinates (Å):
Y -1.01962 -2.70494 -3.17165
O -2.31011 -4.41772 -4.12573
C -2.19693 -4.33502 -5.50611
C -1.65593 -2.99661 -6.21368
O -1.01187 -1.90161 -5.49287
H -3.14199 -4.60803 -5.97563
H -1.50977 -5.09127 -5.88558
H -2.54863 -2.57988 -6.68007
H -0.99966 -3.28625 -7.03435
C 0.35646 -0.44333 -0.58794
O -0.89989 0.20228 -0.30993
O 0.10224 -1.14334 -1.77137
C 1.66142 0.50913 -0.50526
F 2.76394 -0.12060 -0.80896
F 1.66166 1.60254 -1.29703
F 1.82848 0.94921 0.78593
C -1.26213 0.33863 1.06183
C -2.37385 1.34240 1.03905
H -2.03971 2.30935 0.66291
H -3.15761 1.08298 0.32735
H -2.86059 1.49721 2.00196
H -0.51047 0.64709 1.78844
H -1.58934 -0.62307 1.45700
H 0.51543 -1.24405 0.13434
C -4.28871 2.22491 5.25622
O -4.44841 3.53152 4.74185
H -4.13500 1.47876 4.47664
H -3.39699 2.16849 5.88054
H -5.18519 1.98488 5.82787
H -3.62185 3.74373 4.30210
C 6.10079 -2.12488 -4.58188
O 5.53436 -1.94750 -5.85387
H 5.37712 -1.98818 -3.77831
H 6.52805 -3.12240 -4.47938
H 7.00932 -1.52943 -4.49172
H 6.19593 -2.15838 -6.51679
C -1.06184 -4.10648 3.87792
O -1.46328 -3.28945 2.81779
H -1.76039 -4.94099 3.93885
H -0.10017 -4.54646 3.61390
H -0.97463 -3.58021 4.82846
H -2.41246 -3.14854 2.78978
C 1.96083 -0.26842 6.72615
O 1.13791 0.50745 7.61383
H 2.37500 -1.21250 7.08009
H 1.35740 -0.62382 5.89089
H 2.78896 0.31532 6.32422
H 1.65658 0.70101 8.39812
C -7.03743 1.16562 2.80848
O -6.58706 1.25837 1.46019
H -7.33061 0.14383 3.04951
H -6.33745 1.53213 3.55936
H -7.88075 1.84304 2.94274
H -6.59329 2.19995 1.27315
C 2.51562 -1.29731 3.00670
O 3.67727 -2.02089 3.37640
H 2.48372 -0.27274 3.37730
H 2.40575 -1.29505 1.92226
H 1.68959 -1.89353 3.39438
H 4.48920 -1.64456 3.02891
C 4.45511 3.15872 -0.69020
O 5.74938 3.00752 -1.13507
H 3.76781 2.95804 -1.51205
H 4.26341 2.43873 0.10539
H 4.25926 4.12553 -0.22652
H 5.98721 3.70656 -1.74856
C -6.93585 -1.72164 -0.12656
O -5.92696 -0.72502 -0.14561
H -6.97455 -2.18470 0.85943
H -7.84817 -1.18867 -0.39434
H -6.77653 -2.52189 -0.84928
H -6.18832 -0.00409 0.43192
C 2.03055 -1.72377 -7.36896
O 0.93681 -0.81900 -7.33997
H 2.28390 -1.99112 -6.34307
H 1.88030 -2.53508 -8.08121
H 2.93244 -1.18428 -7.65813
H 0.34685 -1.13917 -6.65365
C 0.60183 4.26064 0.80709
O 0.74282 5.00453 -0.43805
H 1.55871 4.29280 1.32810
H -0.14864 4.61547 1.51348
H 0.40064 3.19869 0.66602
H 0.91034 5.91992 -0.20227
C 3.10702 -3.52393 0.33858
O 3.41019 -4.78084 -0.20203
H 2.51411 -2.85441 -0.28454
H 2.43284 -3.72606 1.17088
H 4.01647 -3.04845 0.70593
H 3.94798 -4.61394 -0.97953
C 2.49293 -2.97756 -3.41034
O 1.20347 -3.14408 -3.99890
H 2.97211 -3.93083 -3.18723
H 3.16201 -2.53050 -4.14556
H 2.54205 -2.24898 -2.60111
H 1.32692 -3.81996 -4.66937
C -4.88258 4.17985 1.13995
O -6.15717 3.96279 0.53976
H -4.07829 4.29075 0.41268
H -4.91317 5.07681 1.75851
H -4.58894 3.36315 1.79942
H -6.49842 4.80762 0.23739
C 0.31054 -5.75069 1.41087
O 0.05315 -4.47360 0.90996
H 1.10601 -5.74181 2.15602
H -0.55363 -6.25833 1.83940
H 0.76721 -6.31540 0.59807
H -0.58870 -4.12446 1.53266
C 6.70274 -1.64502 2.46017
O 5.60401 -1.03224 1.83721
H 7.34066 -0.86078 2.86775
H 6.39658 -2.24200 3.31923
H 7.17925 -2.33977 1.76854
H 5.86717 -0.54771 1.05135
C -1.93930 5.71647 3.26808
O -2.00016 4.39396 3.73574
H -2.88470 6.24845 3.37439
H -1.14596 6.26211 3.77896
H -1.76800 5.69207 2.19190
H -1.09735 4.06821 3.75651
C -2.73691 -1.29453 6.43659
O -2.78335 -1.23432 7.82797
H -3.14228 -2.26061 6.13577
H -3.36981 -0.53032 5.98547
H -1.76164 -1.14992 5.97182
H -2.49134 -0.34061 8.02193
C 0.14316 -5.82169 -2.22839
O 0.03839 -4.44593 -1.81466
H 1.17938 -6.08124 -2.01165
H -0.56012 -6.44103 -1.67171
H -0.13488 -6.06054 -3.25492
H 0.17837 -4.51478 -0.86742
C -0.04881 1.93715 4.28812
O 0.43106 3.30544 4.25285
H 0.09380 1.45696 5.25620
H -1.12601 1.87550 4.13344
H 0.50133 1.36242 3.54305
H 1.38828 3.23295 4.26224
C -3.05214 -2.40554 -0.28705
O -2.45743 -3.23271 -1.25849
H -4.12981 -2.56886 -0.28125
H -2.63684 -2.53127 0.71287
H -2.90363 -1.37515 -0.61008
H -2.81871 -4.10848 -1.10328
C 7.15483 -0.17636 -1.38522
O 6.44613 0.54372 -0.38238
H 6.45296 -0.74474 -1.99548
H 7.76827 0.46163 -2.02144
H 7.74035 -1.01746 -1.01399
H 6.06714 1.38276 -0.65437
C 2.50412 4.49927 -3.55333
O 2.82582 3.85990 -4.79188
H 1.58053 5.07803 -3.56450
H 2.18230 3.69870 -2.88728
H 3.31158 5.09167 -3.12303
H 3.77860 3.79970 -4.89280
C 0.34738 1.39071 -4.34692
O 0.98584 1.71998 -5.58857
H -0.62404 0.97472 -4.61411
H 0.90390 0.62000 -3.81364
H 0.00409 2.16667 -3.66270
H 1.87979 1.94127 -5.31748
C -4.06652 -1.23940 -3.37598
O -2.71033 -0.93773 -3.22422
H -4.18559 -2.30952 -3.20640
H -4.52710 -0.74031 -2.52341
H -4.46152 -0.94348 -4.34784
H -2.70460 0.01939 -3.15005
C 4.22725 3.50131 3.61988
O 3.32667 2.75104 4.39623
H 3.76698 4.04869 2.79732
H 4.74163 4.22876 4.24784
H 4.93274 2.82901 3.13161
H 3.90624 2.40041 5.07650
C -4.39146 2.22232 -2.16861
O -3.05030 1.98552 -2.54505
H -4.99453 1.43905 -2.62785
H -4.56295 2.25672 -1.09274
H -4.60611 3.22892 -2.52751
H -2.51545 2.67337 -2.14207
C -1.81893 5.35330 -2.15772
O -1.16145 4.10743 -2.13257
H -1.15681 6.15955 -2.47338
H -2.73286 5.26601 -2.74526
H -2.09947 5.62107 -1.13904
H -0.42300 4.17214 -1.52257
C 4.45185 0.87008 -3.85818
O 4.29051 0.58924 -5.24202
H 5.50437 0.89472 -3.57589
H 3.94225 1.79452 -3.58645
H 3.95893 0.08236 -3.28841
H 4.56320 -0.30943 -5.44106
C -4.32576 -1.59933 3.32756
O -4.19611 -2.96332 3.32576
H -5.04856 -1.21965 2.60541
H -4.63043 -1.19741 4.29385
H -3.37830 -1.10179 3.12046
H -5.11085 -3.24863 3.26706



No. 2
A cluster of 4 separate species, CH10NO4 in total in a non-equilibrium geometry, computed with ωB97M-V/def2-TZVPD.

Calculated values
Frontier orbital gap = 0.29136 Ha
2S+1 = 1
LUMO level = 4.050 eV
Relative energy (zero: lowest compared OMol25 entry of this formula, charge and spin) = 0.942 eV
E_HOMO = -3.878 eV
Charge = -1

Cartesian coordinates (Å):
N 1.82724 0.27359 -1.94093
C 0.61363 -0.43683 -1.66850
O 0.13610 -0.71375 -0.37279
H 2.53290 0.03176 -1.14739
H 1.72944 1.30741 -1.80436
H 0.63280 -1.42004 -2.11982
H -0.11566 0.03434 -2.27812
H -2.44354 0.53177 0.28085
H -0.86839 0.29363 0.09590
O -1.54686 0.98034 0.41926
H 0.09200 1.71445 2.60873
H -0.90125 2.16466 1.57800
O -0.23511 2.57108 2.21084
H -0.26482 -1.64133 1.41240
H -0.81864 -3.07541 1.01658
O -0.36983 -2.61568 1.70935



No. 3
A structure of composition C14H21N5S2V in a non-equilibrium geometry, computed with ωB97M-V/def2-TZVPD.

Calculated values
Frontier orbital gap (alpha / beta) = 0.24196 / 0.23685 Ha
2S+1 = 3
LUMO level (alpha / beta) = -4.564 / -4.719 eV
Relative energy (zero: lowest compared OMol25 entry of this formula, charge and spin) = 3.843 eV
E_HOMO (alpha / beta) = -11.149 / -11.164 eV
Charge = +1

Cartesian coordinates (Å):
V 0.00000 0.00000 0.00000
C -3.78624 -0.27663 4.05934
S -4.24969 0.11391 2.36191
C -2.66997 -0.16994 1.63496
S -1.54860 1.11496 1.39724
N -2.36667 -1.39738 1.33686
N -1.10750 -1.51178 0.75394
C -0.43532 -2.47922 1.26110
C 0.92215 -2.60877 0.77789
C 1.74679 -3.66203 1.13580
C 3.03441 -3.66766 0.60821
C 3.43176 -2.62811 -0.23226
C 2.51997 -1.62053 -0.51881
N 1.26538 -1.59331 -0.03553
H -4.66393 -0.17889 4.70398
H -3.01562 0.40972 4.42047
H -3.41726 -1.30354 4.13267
H -0.82456 -3.16829 2.02669
H 1.40136 -4.44729 1.79557
H 3.72415 -4.46975 0.85151
H 4.42991 -2.59799 -0.65384
H 2.77880 -0.78384 -1.16076
C 1.73606 -0.57745 -2.32504
C 2.95328 -0.27114 -3.24193
N 3.70824 0.93356 -2.79438
C 4.11424 0.67983 -1.38298
C 2.89707 0.37339 -0.46610
N 1.60678 0.40469 -1.21138
C 1.51357 1.75176 -1.84212
C 2.73074 2.05806 -2.75910
H 1.82964 -1.58756 -1.90744
H 0.81327 -0.57475 -2.91842
H 2.61327 -0.12194 -4.27425
H 3.62970 -1.13458 -3.26309
H 4.65781 1.55273 -1.00053
H 4.82144 -0.15860 -1.35526
H 2.85792 1.09949 0.35543
H 3.02139 -0.61174 0.00055
H 1.43798 2.51426 -1.05695
H 0.58490 1.81583 -2.42269
H 3.23787 2.96735 -2.41300
H 2.38481 2.26870 -3.77871
H -0.00110 1.71808 -0.34559



No. 4
The ion C7H15N4O2 with charge +1 in a non-equilibrium geometry, computed with ωB97M-V/def2-TZVPD.

Calculated values
Frontier orbital gap = 0.33305 Ha
SMILES string = C=C(/[N+]([O-])=N/O)[NH+]1CCN(C)CC1
2S+1 = 1
LUMO level = -3.293 eV
Relative energy (zero: lowest compared OMol25 entry of this formula, charge and spin) = 8.157 eV
E_HOMO = -12.356 eV
Charge = +1

Cartesian coordinates (Å):
C 2.08467 -2.14172 0.26174
C 1.75175 -0.89647 0.14809
N 3.03854 0.11162 0.09584
O 4.02293 -0.20094 0.74149
N 2.70379 1.04961 -0.68928
O 3.84316 1.86104 -0.72875
N 0.57105 -0.20540 0.01977
C -0.21635 -0.59967 -1.24496
C -1.51063 0.25867 -1.19534
N -2.24226 0.37977 0.04756
C -3.63327 0.58536 0.14094
C -1.35686 0.67571 1.20789
C -0.25612 -0.35786 1.32338
H 1.44717 -2.91955 0.24545
H 3.16768 -2.25696 0.51562
H 3.75615 2.46105 -1.47702
H 0.73474 0.84696 0.03140
H -0.42611 -1.65569 -1.23128
H 0.40955 -0.42255 -2.10656
H -0.97178 1.28969 -1.63656
H -2.24902 -0.05461 -2.00315
H -3.97444 1.56332 0.04232
H -3.95951 -0.19307 -0.49371
H -3.67889 0.28004 1.26118
H -1.97056 0.59676 2.09021
H -0.83311 1.61951 1.23162
H 0.33013 -0.32516 2.21043
H -0.58243 -1.34946 1.19169



No. 5
A cluster of 11 separate species, C29H30Cl30O3P2 in total in a non-equilibrium geometry, computed with ωB97M-V/def2-TZVPD.

Calculated values
Frontier orbital gap = 0.24806 Ha
SMILES string = CCP(CC)c1cccc2c1C(=O)c1cccc(P(C)O)c1C2=O.ClC(Cl)Cl.ClC(Cl)Cl.ClC(Cl)Cl.ClC(Cl)Cl.ClC(Cl)Cl.ClC(Cl)Cl.ClC(Cl)Cl.ClC(Cl)Cl.ClC(Cl)Cl.ClC(Cl)Cl
2S+1 = 1
LUMO level = -0.671 eV
E_HOMO = -7.421 eV

Cartesian coordinates (Å):
C 1.69291 0.40727 4.28533
C 1.04677 0.98905 2.94629
P 0.72707 -0.47443 1.82389
C 2.25027 -1.54194 1.56218
C 1.74532 -2.85653 0.79575
C -0.07654 0.00881 0.21748
C 0.61235 0.62227 -0.93970
C -0.07023 0.92842 -2.16968
C -1.55541 0.64354 -2.31152
C -2.23582 0.05519 -1.17907
C -1.52819 -0.27294 0.08644
C -2.34605 -0.94217 1.23934
O -2.24692 -0.62621 2.41275
C -3.35518 -2.03507 0.75846
C -3.52867 -3.26840 1.49221
C -4.46000 -4.25625 0.95117
C -5.17336 -3.96298 -0.28218
C -5.00094 -2.71142 -1.03087
P -5.96306 -2.50888 -2.62602
C -5.82912 -4.23290 -3.42402
O -5.16556 -1.51382 -3.72487
C -4.06719 -1.70548 -0.50092
C -3.75548 -0.32596 -1.18474
O -4.59497 0.40667 -1.63992
H 1.32508 -0.65943 4.35852
H 2.80819 0.36308 4.17907
H 1.35787 0.95851 5.19917
H 1.71543 1.77865 2.48935
H 0.05705 1.43730 3.22451
H 2.81190 -1.78158 2.49622
H 2.91216 -1.01421 0.81147
H 2.36913 -2.99138 -0.12136
H 0.67890 -2.73572 0.44095
H 1.73402 -3.75038 1.47083
H 1.70534 0.80690 -0.83623
H 0.50442 1.35846 -3.02026
H -2.11051 0.84606 -3.25607
H -2.95217 -3.48179 2.42190
H -4.58014 -5.22383 1.49678
H -5.85099 -4.76051 -0.66960
H -6.35899 -5.00123 -2.81567
H -4.71928 -4.45314 -3.46014
H -6.20793 -4.13304 -4.46897
H -4.39295 -1.97076 -4.11195
Cl -7.25244 0.12809 -2.04271
C -8.92105 0.48722 -2.48834
Cl -9.03558 2.08196 -3.24525
Cl -9.56146 -0.75994 -3.56931
H -9.52266 0.49562 -1.58508
Cl -2.30263 -2.26918 -4.92158
C -0.95580 -2.83417 -3.91850
Cl 0.35880 -3.41545 -4.94891
Cl -0.40484 -1.54634 -2.83403
H -1.30196 -3.66360 -3.30860
Cl -6.48059 3.19721 2.09689
C -5.15571 2.49876 1.15505
Cl -3.96900 3.73857 0.73074
Cl -4.37914 1.18659 2.04552
H -5.56767 2.09185 0.23550
Cl 3.10109 -1.59493 -4.79551
C 3.31817 0.15566 -4.75857
Cl 2.07670 0.95248 -5.73467
Cl 3.28307 0.75244 -3.09553
H 4.28985 0.39006 -5.18246
Cl 4.28628 5.23078 3.67062
C 3.76213 3.60522 4.12231
Cl 4.14616 2.44982 2.84148
Cl 4.50757 3.11224 5.64629
H 2.68443 3.61876 4.25698
Cl -0.81900 7.40191 1.39968
C -1.65001 6.86882 -0.06628
Cl -1.58497 8.12409 -1.30905
Cl -0.94905 5.36205 -0.66598
H -2.69160 6.68626 0.17960
Cl 8.58294 3.54279 5.65423
C 8.53111 2.78229 7.24873
Cl 9.02749 3.93283 8.49562
Cl 6.90582 2.15486 7.58066
H 9.22666 1.95012 7.25273
Cl -0.36271 2.26632 -7.77476
C -1.77428 2.53886 -6.74514
Cl -2.17649 1.07349 -5.84128
Cl -1.49146 3.89054 -5.64379
H -2.61688 2.78747 -7.38238
Cl 5.79999 -4.72493 -7.17428
C 6.44967 -3.91772 -5.74325
Cl 6.35032 -2.16201 -5.92091
Cl 5.59429 -4.44552 -4.28950
H 7.49490 -4.19129 -5.64220
Cl 8.88158 0.88860 9.61915
C 10.20299 0.22467 10.58755
Cl 11.50111 -0.36804 9.54415
Cl 10.81706 1.43785 11.71601
H 9.81828 -0.61187 11.16200



No. 6
A structure of composition C35H50Br2F3N3P2SeSi2Tl, computed with ωB97M-V/def2-TZVPD.

Calculated values
Frontier orbital gap = 0.20269 Ha
2S+1 = 1
LUMO level = 2.027 eV
Relative energy (zero: lowest compared OMol25 entry of this formula, charge and spin) = 0.000 eV
E_HOMO = -3.489 eV
Charge = -1

Cartesian coordinates (Å):
Tl -0.13479 0.96442 -0.15250
Br -2.26411 -5.40257 2.79810
C -1.78110 -3.57130 2.84998
C -2.71392 -2.62188 3.22162
C -2.28163 -1.30368 3.26961
N -1.04855 -0.91526 2.97628
C -0.17091 -1.83979 2.59597
C -0.49427 -3.19455 2.52530
C 1.19888 -1.37107 2.23177
C 1.93644 -2.07013 1.28696
C 3.17131 -1.56183 0.93179
Br 4.20682 -2.48231 -0.35786
C 3.62883 -0.38651 1.48933
C 2.81013 0.22607 2.43048
N 1.63332 -0.24890 2.81119
H -3.73044 -2.88844 3.47237
H -2.97350 -0.51849 3.55326
H 0.24300 -3.93232 2.24543
H 1.53327 -2.93716 0.78719
H 4.56589 0.06304 1.19766
H 3.12359 1.16067 2.88270
C 1.37961 -4.04424 -2.90039
P 0.51582 -2.64651 -2.06395
C 1.21829 -1.24567 -3.01435
C -1.12184 -2.79582 -2.91054
C -2.18077 -1.82106 -2.38915
P -2.59082 -2.02174 -0.58827
C -3.13976 -3.78460 -0.61001
C -4.25606 -1.23505 -0.62994
H 1.25504 -4.01601 -3.98661
H 0.99857 -4.99484 -2.52286
H 2.44383 -3.99083 -2.66737
H 1.23796 -1.45983 -4.08657
H 2.22994 -1.01575 -2.67590
H 0.61595 -0.35117 -2.84930
H -1.46632 -3.82550 -2.77598
H -0.97455 -2.64928 -3.98649
H -3.10409 -1.93831 -2.96754
H -1.84884 -0.78724 -2.53206
H -3.77117 -4.00952 -1.47492
H -3.70723 -3.98724 0.30031
H -2.27836 -4.45448 -0.60972
H -4.90196 -1.68512 -1.38904
H -4.14861 -0.17069 -0.84345
H -4.73436 -1.33103 0.34685
C -3.01231 4.52272 0.82931
Si -3.33519 2.77086 0.20568
C -3.33605 1.62379 1.70889
C -5.15000 2.79845 -0.35445
C -2.16108 2.22263 -1.07484
Si -1.79362 3.31015 -2.49629
C -3.31504 4.08236 -3.33328
C -0.96321 2.27963 -3.84364
C -0.67284 4.76030 -2.07274
H -3.72485 4.77393 1.62074
H -3.13749 5.25492 0.02708
H -2.00570 4.63984 1.23432
H -4.08411 1.92817 2.44824
H -2.35768 1.60486 2.19414
H -3.56193 0.59956 1.39850
H -5.80667 3.11331 0.46351
H -5.48691 1.81255 -0.68792
H -5.29056 3.49100 -1.18763
H -2.55747 1.28724 -1.50681
H -4.04282 3.31467 -3.61100
H -3.03300 4.62757 -4.23977
H -3.81835 4.78745 -2.66518
H -1.64482 1.49901 -4.19721
H -0.06454 1.79055 -3.45890
H -0.66850 2.88229 -4.70769
H -1.08416 5.34606 -1.24577
H -0.55971 5.43012 -2.93059
H 0.32090 4.40525 -1.78561
F 2.60587 5.78543 4.93184
C 1.27496 5.57215 4.96487
F 0.97962 5.14281 6.20383
F 0.68955 6.77564 4.81384
C 0.84886 4.60318 3.89866
C 0.41728 3.32872 4.21831
C 0.08636 2.46951 3.17857
N 0.16779 2.82561 1.89911
C 0.57107 4.06087 1.60238
C 0.92573 4.98618 2.56940
H 0.34520 2.99915 5.24468
H -0.22640 1.44930 3.37085
H 0.62735 4.30669 0.54857
H 1.25844 5.97486 2.28446
Se 2.45564 2.62139 -0.71361
C 3.20275 1.75877 -2.23860
C 2.75338 2.04525 -3.53216
C 3.28291 1.39803 -4.63872
C 4.28929 0.45085 -4.49018
C 4.75946 0.16855 -3.21446
C 4.22388 0.81294 -2.10805
H 1.97718 2.78860 -3.66145
H 2.90359 1.63656 -5.62614
H 4.70133 -0.05572 -5.35437
H 5.54572 -0.56534 -3.07437
H 4.59688 0.58227 -1.11842